No. 1
ORCA calculation (wB97M-V/def2-TZVPD) on a 12-piece molecular cluster, C45H111N3O12S9 overall in a non-equilibrium geometry.

ORCA input file:
```
! wB97M-V def2-TZVPD RIJCOSX def2/J DEFGRID3
* xyz 0 1
C -9.4290 0.4963 14.7943
S -9.4920 -1.2637 14.2609
O -10.6926 -1.7792 15.0627
C -9.9692 -1.2354 12.4543
H -9.0003 1.1592 14.0428
H -8.8489 0.7150 15.6908
H -10.4588 0.8076 14.9697
H -10.1136 -2.1925 11.9530
H -9.3215 -0.5977 11.8527
H -11.0199 -0.9458 12.4369
C -14.0242 -1.5023 10.7611
S -14.2690 -2.9941 11.7660
O -13.0358 -3.8102 11.4927
C -14.1229 -2.2667 13.5035
H -13.1759 -0.9684 11.1894
H -14.9205 -0.8820 10.7648
H -13.7775 -1.6755 9.7136
H -14.6747 -1.3270 13.5290
H -13.0763 -1.9749 13.5910
H -14.4181 -3.0343 14.2189
C -13.1171 7.1418 12.1526
S -13.0511 8.6057 11.1115
O -12.3616 9.6622 11.9446
C -11.7211 8.0307 10.0045
H -13.5649 6.3070 11.6134
H -13.7429 7.2926 13.0322
H -12.1164 6.8621 12.4818
H -11.7901 8.4550 9.0029
H -11.9870 6.9777 9.9113
H -10.7044 8.0927 10.3925
C -12.5001 2.1602 12.6300
S -12.0084 2.3143 10.8516
O -11.9141 0.8950 10.2982
C -13.6238 2.9364 10.2227
H -11.6250 2.1856 13.2794
H -12.9384 1.2036 12.9141
H -13.1569 2.9301 13.0349
H -14.0096 3.7814 10.7930
H -14.4349 2.2263 10.3834
H -13.6307 3.0459 9.1382
C -13.7951 -0.2299 4.6058
S -12.6720 1.0993 5.3907
O -13.4607 2.3902 5.0867
C -13.1452 0.8178 7.2144
H -14.8535 0.0170 4.6890
H -13.6004 -1.1747 5.1132
H -13.5742 -0.3707 3.5477
H -13.2314 -0.2679 7.2599
H -14.1287 1.2445 7.4115
H -12.3772 1.2306 7.8685
C -16.4883 5.1278 12.8907
S -16.7463 6.3381 14.2351
O -15.3839 6.5434 14.8897
C -17.0523 7.7493 13.1573
H -17.3471 5.1771 12.2214
H -16.5856 4.1204 13.2954
H -15.5332 5.1295 12.3655
H -17.0145 8.6290 13.7999
H -18.0722 7.6501 12.7857
H -16.2147 7.7350 12.4600
C -16.1471 6.0836 6.9196
S -15.0581 6.9591 8.1167
O -15.1125 6.2884 9.5022
C -13.4952 6.4131 7.3207
H -16.2495 5.0183 7.1265
H -15.6332 6.2126 5.9671
H -17.1465 6.4897 6.7638
H -13.4791 6.7192 6.2746
H -13.4518 5.3241 7.3403
H -12.5514 6.7237 7.7687
C -10.6612 4.3521 17.1551
S -10.5695 4.9370 15.4322
O -10.1537 3.7872 14.4934
C -12.3482 5.2312 15.0767
H -11.4887 3.6442 17.1081
H -10.8383 5.1667 17.8574
H -9.7968 3.8107 17.5395
H -12.7907 4.6984 14.2349
H -12.5006 6.2987 14.9176
H -12.9539 5.0365 15.9617
C -12.7356 0.0883 16.5180
S -13.9173 1.3959 16.0861
O -13.0162 2.5584 15.5991
C -14.2590 1.9009 17.8492
H -12.4622 -0.2377 15.5145
H -13.1596 -0.7347 17.0932
H -11.8543 0.6183 16.8792
H -14.6854 2.8940 17.9911
H -13.3993 2.0224 18.5083
H -14.9393 1.1484 18.2478
C -8.8202 -1.2495 9.0940
C -8.4106 -1.1832 7.6242
C -7.4188 -0.0319 7.4754
C -6.6899 -0.0640 6.1189
C -5.9375 -1.4166 5.9376
C -6.9741 -2.6002 5.9884
N -7.8586 -2.4650 7.1262
O -8.6613 -3.5641 7.2627
C -7.8039 -2.7389 4.7096
C -6.0221 -3.8181 6.0943
C -9.5756 -0.8041 6.7361
H -9.4925 -0.4484 9.4013
H -7.9932 -1.1182 9.7918
H -9.4352 -2.0699 9.4638
H -7.9892 0.8777 7.2872
H -6.7054 -0.0587 8.2991
H -5.9207 0.7065 6.1711
H -7.2848 0.2319 5.2548
H -5.1437 -1.5253 6.6766
H -5.4430 -1.3318 4.9700
H -8.8712 -2.5215 4.7516
H -7.3323 -2.1465 3.9255
H -7.8292 -3.7309 4.2586
H -5.3729 -3.7654 6.9683
H -6.5876 -4.7487 6.0454
H -5.3038 -3.8102 5.2745
H -10.3026 -1.6107 6.6424
H -9.3185 -0.6384 5.6899
H -10.1553 0.0593 7.0627
H -8.1277 -4.0518 7.8944
C -20.9467 2.1629 14.8276
C -19.6619 2.9368 14.4418
C -18.8238 3.2478 15.7557
C -17.9885 2.0681 16.2996
C -17.1392 1.5912 15.2072
C -17.8791 1.1781 13.9029
N -18.8047 2.2533 13.4682
O -19.4187 2.0195 12.2612
C -16.8093 0.9800 12.7509
C -18.6650 -0.1762 14.1670
C -20.1186 4.2564 13.7948
H -21.6702 2.8673 15.2381
H -20.8289 1.5398 15.7141
H -21.3483 1.6412 13.9589
H -18.2063 4.1177 15.5320
H -19.3912 3.6678 16.5863
H -18.6021 1.2079 16.5671
H -17.3795 2.3880 17.1451
H -16.5406 0.7729 15.6077
H -16.5183 2.4729 15.0487
H -16.5580 1.9470 12.3149
H -15.8530 0.5331 13.0228
H -17.2617 0.3215 12.0095
H -18.0346 -1.0605 14.2604
H -19.3586 -0.1292 15.0065
H -19.3308 -0.3168 13.3155
H -20.8013 4.0970 12.9602
H -19.3059 4.8697 13.4054
H -20.5139 4.7781 14.6665
H -18.9393 2.6070 11.6725
C -6.2914 2.1241 11.5016
C -6.5159 3.6757 11.4913
C -5.4572 4.2511 10.5180
C -5.8915 4.2375 9.0859
C -7.2319 4.8784 8.8653
C -8.3764 4.3578 9.8043
N -7.8932 4.1571 11.1951
O -8.8735 3.6140 11.9954
C -9.5845 5.3368 9.7761
C -8.9088 3.0618 9.2489
C -6.0509 4.1302 12.9120
H -5.2919 1.9173 11.8841
H -6.3313 1.6555 10.5183
H -6.9363 1.5897 12.1992
H -5.3088 5.3202 10.6698
H -4.4627 3.8182 10.6259
H -5.8789 3.2425 8.6410
H -5.1611 4.6506 8.3901
H -7.5074 4.7412 7.8197
H -7.3146 5.9549 9.0150
H -9.9206 5.4993 8.7520
H -10.3961 5.0520 10.4455
H -9.2997 6.3284 10.1279
H -8.1286 2.3147 9.1035
H -9.5580 2.6034 9.9949
H -9.4552 3.2400 8.3227
H -4.9867 4.2960 13.0794
H -6.4246 3.5352 13.7453
H -6.5299 5.1019 13.0328
H -8.9209 4.1506 12.7900
*
```

## Properties
HOMO = -7.80 eV
LUMO energy = 0.0044 Ha
Frontier orbital gap = 7.92 eV

Atom charges from the Löwdin analysis, given in e for atoms 1 to 99:
1. C -0.239
2. S 0.865
3. O -0.598
4. C -0.223
5. H 0.035
6. H 0.056
7. H 0.016
8. H 0.055
9. H 0.037
10. H 0.020
11. C -0.265
12. S 0.818
13. O -0.574
14. C -0.212
15. H 0.013
16. H 0.038
17. H 0.054
18. H 0.016
19. H 0.022
20. H 0.051
21. C -0.277
22. S 0.835
23. O -0.570
24. C -0.263
25. H 0.022
26. H 0.030
27. H 0.058
28. H 0.047
29. H 0.011
30. H 0.058
31. C -0.233
32. S 0.882
33. O -0.573
34. C -0.234
35. H 0.016
36. H 0.043
37. H 0.029
38. H 0.026
39. H 0.045
40. H 0.032
41. C -0.233
42. S 0.862
43. O -0.636
44. C -0.230
45. H 0.050
46. H 0.033
47. H 0.038
48. H 0.032
49. H 0.050
50. H 0.012
51. C -0.247
52. S 0.834
53. O -0.566
54. C -0.243
55. H 0.048
56. H 0.014
57. H 0.040
58. H 0.057
59. H 0.056
60. H 0.046
61. C -0.250
62. S 0.856
63. O -0.605
64. C -0.245
65. H 0.059
66. H 0.040
67. H 0.048
68. H 0.054
69. H 0.054
70. H 0.022
71. C -0.252
72. S 0.893
73. O -0.582
74. C -0.262
75. H 0.011
76. H 0.055
77. H 0.055
78. H 0.036
79. H 0.033
80. H 0.040
81. C -0.247
82. S 0.883
83. O -0.578
84. C -0.238
85. H 0.003
86. H 0.074
87. H 0.059
88. H 0.050
89. H 0.052
90. H 0.044
91. C -0.028
92. C -0.481
93. C -0.138
94. C -0.172
95. C -0.121
96. C -0.492
97. N -0.146
98. O 0.014
99. C -0.028


No. 2
ORCA calculation (wB97M-V/def2-TZVPD) on one molecule with the formula C4H7NO2.

ORCA input file:
```
! wB97M-V def2-TZVPD RIJCOSX def2/J DEFGRID3
* xyz 0 1
H -1.3240 2.2744 0.8748
N -0.6312 1.6258 1.2477
C -0.7118 0.5280 0.6341
C -1.6672 0.1051 -0.4472
O 0.0566 -0.5260 1.0880
C 1.2744 -0.8809 0.4941
C 1.6707 -0.2757 -0.8332
O 1.1189 0.6198 -1.4242
H -2.3816 -0.6147 -0.0346
H -2.2060 0.9564 -0.8670
H -1.1233 -0.3927 -1.2524
H 2.1049 -0.6608 1.1878
H 1.2702 -1.9709 0.3497
H 2.5812 -0.7625 -1.2478
*
```

## Properties
HOMO = -9.96 eV
LUMO energy = 0.0297 Ha
Frontier orbital gap = 10.77 eV
Structure (SMILES) = [H]/N=C(\C)OCC=O

Electronic structure analysis, natural (NBO) charges in units of e:
1. H 0.340
2. N -0.640
3. C 0.581
4. C -0.700
5. O -0.534
6. C -0.169
7. C 0.413
8. O -0.511
9. H 0.231
10. H 0.221
11. H 0.232
12. H 0.214
13. H 0.207
14. H 0.115


No. 3
ORCA calculation (wB97M-V/def2-TZVPD) on a 2-piece molecular cluster, C4H6N2 overall in a non-equilibrium geometry.

ORCA input file:
```
! wB97M-V def2-TZVPD RIJCOSX def2/J DEFGRID3
* xyz 0 1
C -1.0409 0.7350 1.0864
N -0.1722 0.4575 0.1753
C 0.0750 0.6199 -1.2599
C 0.9142 -0.1257 -0.3127
C 2.1982 -0.4328 0.1325
N 3.2658 -0.7313 0.4875
H -0.8377 0.4439 2.1097
H -1.4149 -1.8926 0.2635
H -1.9484 1.2494 0.7973
H 0.3074 1.6435 -1.5649
H -0.6100 0.0781 -1.9162
H -0.7397 -2.0534 -0.0150
*
```

## Properties
HOMO (spin up / spin down) = -8.06 / -8.06 eV
LUMO energy (spin up / spin down) = 0.0136 / 0.0136 Ha
Frontier orbital gap (spin up / spin down) = 8.43 / 8.43 eV

Electronic structure analysis, natural (NBO) charges in units of e:
1. C -0.209
2. N -0.169
3. C -0.187
4. C -0.123
5. C 0.228
6. N -0.323
7. H 0.210
8. H -0.019
9. H 0.204
10. H 0.193
11. H 0.196
12. H 0.001


No. 4
ORCA calculation (wB97M-V/def2-TZVPD) on C10H24N4O7Pt as an isolated structure in a non-equilibrium geometry.

ORCA input file:
```
! wB97M-V def2-TZVPD RIJCOSX def2/J DEFGRID3
* xyz 0 3
O 0.9971 -4.0219 -2.6020
H 1.1291 -4.4905 -1.6912
Pt 0.1512 -0.2861 -0.0654
N -1.4084 0.3263 1.0093
N -1.5411 -0.8764 -1.1733
N 1.2642 1.2062 0.5137
N 1.5739 -0.2646 -1.4954
O -1.3160 1.1889 1.9609
O 0.8735 2.0354 1.4505
O 1.4867 -1.0069 -2.5074
O -1.5764 -0.9389 -2.4307
C -2.6749 -1.0078 -0.3943
C -2.5962 -0.2925 0.8234
C 2.4570 1.3600 -0.0886
C 2.6571 0.5440 -1.2170
C -3.6811 -0.0824 1.8159
H -3.9944 0.9730 1.8532
H -3.3356 -0.3921 2.8133
H -4.5468 -0.6953 1.5320
C -3.8739 -1.6961 -0.9643
H -3.6210 -2.7518 -1.1628
H -4.1966 -1.2126 -1.9037
H -4.6888 -1.6535 -0.2310
C 3.3560 2.4220 0.4010
C 3.8469 0.6182 -2.1182
H 3.4060 2.4599 1.4915
H 3.0868 3.4271 0.0566
H 4.3651 2.2417 0.0306
H 3.7049 -0.0814 -2.9423
H 4.7872 0.3651 -1.6036
H 3.9953 1.6161 -2.5602
H -0.1168 1.7014 1.7645
H 0.7382 -3.0860 -2.1972
C 0.4509 -1.3701 1.5141
H -0.3605 -1.9950 1.8927
H 1.1181 -1.4356 2.3530
H 0.9439 -2.0237 0.7059
O 1.3518 -2.7767 4.1041
H 2.1748 -2.3556 4.3524
H 0.6485 -2.1924 4.4391
C -1.1480 3.0594 -1.0403
O -0.7642 1.7989 -1.5916
H -1.7980 2.9049 -0.1673
H -1.6695 3.6853 -1.7784
H -0.2309 3.5692 -0.7172
H -1.4252 1.4827 -2.2342
*
```

## Properties
HOMO (spin up / spin down) = -6.81 / -7.48 eV
<S²> = 2.04
LUMO energy (spin up / spin down) = -0.0278 / -0.0581 Ha
Frontier orbital gap (spin up / spin down) = 6.06 / 5.90 eV

Electronic structure analysis, natural (NBO) charges in units of e:
1. O -0.943
2. H 0.452
3. Pt 1.182
4. N -0.042
5. N -0.154
6. N -0.123
7. N -0.032
8. O -0.468
9. O -0.559
10. O -0.473
11. O -0.341
12. C 0.191
13. C 0.086
14. C 0.201
15. C 0.032
16. C -0.649
17. H 0.241
18. H 0.237
19. H 0.222
20. C -0.668
21. H 0.246
22. H 0.251
23. H 0.222
24. C -0.665
25. C -0.666
26. H 0.245
27. H 0.241
28. H 0.228
29. H 0.261
30. H 0.222
31. H 0.221
32. H 0.473
33. H 0.485
34. C -0.804
35. H 0.195
36. H 0.233
37. H 0.192
38. O -0.934
39. H 0.473
40. H 0.472
41. C -0.251
42. O -0.751
43. H 0.167
44. H 0.174
45. H 0.190
46. H 0.488


Computed energy relative to the best compared isomer or geometry (same formula, charge and spin), in the same sequence as the records: 65.5 46.1 116.8 75.7 kcal/mol.